No. 1
# C26H30N4OSSeV

A structure of composition C26H30N4OSSeV (ωB97M-V/def2-TZVPD, the OMol25 dataset).

Last column: Mulliken spin population.
Geometry (Å):
Se (-3.074, -0.487, 0.287)  -0.002
V (2.168, -0.302, 0.181)  2.124
S (1.318, 1.886, 0.428)  -0.028
O (3.709, -1.030, 1.001)  0.006
N (1.407, -0.398, 2.137)  -0.080
N (-1.017, 2.085, 1.694)  -0.004
N (0.251, 0.323, 2.393)  0.001
N (1.003, -2.066, -0.327)  -0.123
C (4.388, -3.572, 4.190)  -0.008
C (1.598, -0.128, -4.679)  0.006
C (-4.091, 4.006, -0.856)  0.000
C (0.209, -1.750, -1.546)  0.037
C (-4.516, 2.010, 0.470)  0.000
C (2.003, -3.100, -0.660)  0.021
C (0.828, -0.936, -3.855)  0.000
C (-3.508, 1.302, -0.209)  0.000
C (0.122, 1.351, 1.600)  0.005
C (2.776, 0.685, -2.747)  -0.063
C (-3.107, 3.296, -1.535)  0.000
C (-5.310, 1.358, 1.566)  0.000
C (1.049, -0.929, -2.483)  0.032
C (3.911, -1.840, 2.033)  0.005
C (1.796, -1.107, 3.122)  0.048
C (3.244, -2.798, 4.160)  0.010
C (2.983, -1.933, 3.093)  0.015
C (-2.810, 1.971, -1.237)  0.001
C (2.577, 0.685, -4.121)  -0.006
C (2.029, -0.126, -1.881)  -0.046
C (5.300, -3.474, 3.143)  0.010
C (-4.405, 5.435, -1.210)  0.000
C (-4.786, 3.337, 0.141)  0.000
C (-1.730, 1.276, -2.013)  -0.001
C (5.074, -2.619, 2.080)  -0.009
C (0.084, -2.604, 0.698)  0.054
H (-0.149, -2.688, -1.989)  0.002
H (-4.941, 5.507, -2.161)  0.000
H (-6.074, 2.039, 1.947)  0.000
H (-1.848, 1.536, 1.884)  0.000
H (-5.031, 5.899, -0.446)  0.000
H (-0.672, -1.191, -1.210)  -0.015
H (-5.781, 0.440, 1.210)  0.000
H (0.054, -1.568, -4.278)  0.000
H (-1.141, 2.778, 0.976)  0.002
H (1.193, -1.069, 4.029)  0.000
H (-0.620, -1.831, 1.003)  -0.017
H (-3.497, 6.033, -1.308)  0.000
H (-0.476, -3.445, 0.273)  0.003
H (4.575, -4.243, 5.018)  0.000
H (2.526, -2.851, 4.971)  0.000
H (-2.104, 0.338, -2.431)  0.001
H (6.202, -4.075, 3.159)  0.001
H (-5.565, 3.861, 0.689)  0.000
H (-1.361, 1.909, -2.823)  -0.001
H (0.659, -2.959, 1.552)  -0.003
H (1.435, -0.130, -5.750)  0.001
H (1.491, -3.993, -1.037)  0.001
H (3.532, 1.350, -2.339)  0.006
H (-4.662, 1.049, 2.391)  0.000
H (2.571, -3.366, 0.230)  0.001
H (-0.884, 1.014, -1.374)  0.011
H (2.683, -2.727, -1.425)  0.002
H (-2.544, 3.789, -2.323)  0.000
H (3.179, 1.324, -4.757)  -0.001
H (5.777, -2.534, 1.262)  0.000

Cartesian forces, eV/Å:
Se 0.0 0.0 0.0
V 0.3 -0.3 0.5
S -0.1 -0.1 0.0
O 0.1 -0.1 -0.2
N -0.7 0.7 0.2
N 0.2 0.0 0.1
N 0.1 0.1 -0.2
N -0.1 -0.1 0.1
C -0.1 0.0 0.1
C 0.0 0.0 0.0
C 0.0 0.0 0.0
C 0.0 0.1 0.1
C 0.0 0.0 0.0
C 0.0 0.0 0.0
C 0.0 0.0 0.0
C 0.0 0.0 0.0
C -0.1 0.0 0.2
C 0.0 0.0 0.1
C 0.0 0.0 0.0
C 0.0 0.0 0.0
C 0.0 0.0 0.2
C -0.1 0.2 -0.2
C 0.1 -0.2 0.2
C 0.1 0.0 -0.1
C 0.2 0.0 0.0
C 0.0 0.0 0.0
C 0.0 0.0 0.0
C 0.2 0.1 -0.7
C 0.1 0.0 -0.1
C 0.0 0.0 0.0
C 0.0 0.0 0.0
C 0.0 0.0 -0.1
C -0.1 0.0 0.1
C 0.0 0.0 -0.1
H 0.0 0.0 -0.1
H 0.0 0.0 0.0
H 0.0 0.0 0.0
H 0.0 -0.1 0.1
H 0.0 0.0 0.0
H 0.0 0.0 0.0
H 0.0 0.0 0.0
H 0.0 0.0 0.0
H -0.1 0.0 -0.1
H 0.0 -0.1 0.0
H 0.0 0.0 0.0
H 0.0 0.0 0.0
H 0.0 0.0 0.0
H 0.0 0.0 0.0
H 0.0 0.0 0.0
H 0.0 0.0 0.0
H 0.0 0.0 0.0
H 0.0 0.0 0.0
H 0.0 0.0 0.0
H 0.0 0.0 0.0
H 0.0 0.0 0.0
H 0.0 0.0 0.0
H 0.0 0.0 0.0
H 0.0 0.0 0.0
H 0.0 0.0 0.0
H 0.0 0.0 0.0
H 0.0 0.0 0.0
H 0.0 0.0 0.0
H 0.0 0.0 0.0
H 0.0 0.0 0.0

⟨S²⟩   2.019
Gap between HOMO and LUMO (alpha / beta)   5.88 / 5.77 eV
Net charge   -1
Spin multiplicity   3
DFT total energy   -5046.77339 Ha
Energy relative to the best compared isomer or geometry (same formula, charge and spin)   0.2095 eV

=====

No. 2
# C4H10AgO2

A structure of composition C4H10AgO2 at a distorted geometry (ωB97M-V/def2-TZVPD, the OMol25 dataset).

Last column: Mulliken spin population.
Geometry (Å):
Ag (0.492, -0.555, 1.807)  0.543
O (0.793, -0.826, -0.174)  -0.048
O (-1.549, 0.506, 0.446)  0.005
C (0.062, -0.179, -1.220)  -0.037
C (1.934, -1.587, -0.619)  -0.006
C (-1.885, 1.268, 1.370)  0.006
C (-0.762, 0.970, -0.699)  0.009
H (-0.173, 0.173, 3.240)  0.511
H (-0.160, 1.830, -0.384)  0.012
H (2.351, -2.100, 0.253)  0.000
H (-1.501, 1.269, -1.450)  0.004
H (-0.570, -0.919, -1.725)  -0.001
H (2.678, -0.904, -1.045)  -0.001
H (-2.518, 0.831, 2.149)  0.003
H (1.616, -2.330, -1.360)  0.000
H (-1.580, 2.323, 1.364)  0.002
H (0.772, 0.230, -1.951)  -0.002

Cartesian forces, eV/Å:
Ag -0.3 0.3 2.6
O -0.1 0.3 -1.2
O -0.7 -0.2 0.5
C 0.0 -0.4 -0.5
C 0.7 -0.4 -0.5
C -0.4 0.2 -0.1
C 0.5 0.5 -0.8
H 0.4 -0.4 -0.4
H -0.1 -0.1 0.1
H -0.1 0.1 -0.2
H 0.2 0.0 0.1
H 0.1 0.1 0.1
H -0.1 -0.2 0.1
H 0.1 0.1 -0.1
H 0.1 0.2 0.2
H -0.1 -0.1 0.1
H -0.2 0.0 0.0

⟨S²⟩   0.756
Gap between HOMO and LUMO (alpha / beta)   8.89 / 7.21 eV
Net charge   +2
Spin multiplicity   2
DFT total energy   -454.98584 Ha

=====

No. 3
# C27H60BrN11O8PS

A cluster of 7 separate species, C27H60BrN11O8PS in total (ωB97M-V/def2-TZVPD, the OMol25 dataset).

Last column: Löwdin charge in e.
Geometry (Å):
Br (-3.946, 5.581, 0.295)  0.402
S (-2.198, 2.319, -3.319)  0.951
P (-4.266, 3.885, -1.099)  0.611
O (-6.200, 1.890, 2.675)  0.017
O (4.342, -2.591, 0.069)  0.018
O (5.665, 2.768, 0.528)  0.122
O (-3.359, -0.828, 3.557)  0.019
O (-7.963, 0.328, 8.239)  0.031
O (5.360, -3.342, -5.517)  0.013
O (2.046, -0.621, -4.046)  -0.009
O (-3.758, 4.568, -2.456)  -0.411
N (-7.314, 2.537, 0.851)  0.003
N (-1.387, 1.583, 0.414)  0.229
N (-1.998, 2.175, -1.601)  -0.367
N (-3.094, 2.725, 1.650)  0.152
N (3.403, -4.285, 1.201)  0.014
N (-6.675, -0.363, 6.533)  0.011
N (3.276, -1.157, -5.830)  0.026
N (-1.241, -0.164, 3.396)  0.012
N (-2.834, 2.815, -0.716)  -0.175
N (4.389, 1.778, -1.124)  -0.138
N (6.985, -2.732, -4.094)  0.020
C (2.644, -0.260, -5.060)  -0.544
C (2.741, 1.197, -5.453)  -0.003
C (-7.251, 1.898, 2.047)  -0.535
C (1.006, 0.099, -0.543)  -0.154
C (-1.145, 1.429, -0.884)  -0.272
C (-1.738, -2.214, 4.658)  -0.001
C (-5.820, -0.216, 5.366)  -0.086
C (-6.943, 2.045, 6.925)  -0.009
C (4.076, -0.964, -7.023)  -0.067
C (-2.425, 2.396, 0.519)  -0.412
C (2.496, -5.395, 1.418)  -0.070
C (5.877, -3.442, -4.410)  -0.530
C (-0.088, 0.586, -1.511)  -0.110
C (3.249, 1.301, -0.327)  -0.188
C (-2.185, -1.036, 3.830)  -0.542
C (7.714, -2.718, -2.839)  -0.061
C (4.986, 2.898, -0.443)  -0.504
C (5.369, 0.695, -1.366)  -0.050
C (-7.248, 0.607, 7.292)  -0.558
C (3.517, -3.492, 0.107)  -0.550
C (2.421, 0.298, -1.125)  -0.174
C (5.305, -4.347, -3.344)  0.000
C (-8.429, 2.671, -0.065)  -0.070
C (2.588, -3.768, -1.056)  -0.016
C (0.190, -0.166, 3.617)  -0.064
C (-8.499, 1.208, 2.537)  0.006
C (4.693, 4.253, -1.041)  0.004
H (-2.810, 4.739, -2.567)  0.044
H (2.636, 2.167, -0.045)  0.127
H (2.804, -3.049, -1.842)  0.072
H (5.081, -1.330, -6.825)  0.066
H (3.612, 0.845, 0.607)  0.134
H (7.326, -2.154, -4.845)  0.141
H (6.027, -5.107, -3.047)  0.092
H (-8.821, 0.442, 1.830)  0.091
H (0.832, -0.948, -0.293)  0.110
H (-0.581, -0.265, -1.993)  0.140
H (4.122, 0.079, -7.322)  0.076
H (0.508, 0.742, 4.131)  0.087
H (2.928, -0.667, -1.106)  0.089
H (-8.279, 0.735, 3.488)  0.074
H (3.780, 1.527, -5.473)  0.087
H (7.240, -3.382, -2.124)  0.074
H (-1.638, 0.570, 2.832)  0.092
H (1.855, -5.211, 2.282)  0.082
H (2.202, 1.787, -4.716)  0.069
H (5.020, -3.775, -2.460)  0.061
H (-8.680, 3.721, -0.223)  0.085
H (8.743, -3.048, -2.986)  0.086
H (-6.262, -0.715, 4.502)  0.081
H (-7.269, 2.278, 5.913)  0.070
H (4.053, -4.052, 1.937)  0.142
H (-1.240, -1.884, 5.570)  0.088
H (6.380, 1.051, -1.166)  0.088
H (-1.329, 1.325, -3.536)  -0.102
H (4.427, -4.836, -3.756)  0.085
H (-9.302, 2.169, 0.338)  0.076
H (-2.616, -2.794, 4.923)  0.085
H (0.470, -1.019, 4.228)  0.076
H (0.731, -0.227, 2.671)  0.067
H (-7.469, 2.683, 7.628)  0.081
H (-9.314, 1.919, 2.671)  0.092
H (0.923, 0.643, 0.402)  0.086
H (2.364, 0.631, -2.158)  0.081
H (3.987, 4.174, -1.866)  0.070
H (1.863, -5.535, 0.547)  0.072
H (0.384, 1.187, -2.294)  0.106
H (2.734, -4.776, -1.446)  0.085
H (-4.841, -0.654, 5.540)  0.063
H (-5.694, 0.833, 5.118)  0.059
H (-3.540, 1.994, 2.191)  0.104
H (-6.429, 2.947, 0.604)  0.069
H (-5.873, 2.245, 6.989)  0.083
H (4.282, 4.906, -0.270)  0.084
H (3.047, -6.319, 1.592)  0.087
H (1.543, -3.667, -0.759)  0.082
H (5.626, 4.683, -1.407)  0.090
H (-8.195, 2.226, -1.034)  0.083
H (-6.886, -1.296, 6.852)  0.137
H (-3.174, 3.671, 1.971)  0.041
H (7.731, -1.715, -2.413)  0.080
H (5.187, -0.171, -0.726)  0.074
H (5.320, 0.380, -2.410)  0.079
H (2.308, 1.368, -6.439)  0.085
H (-1.049, -2.847, 4.098)  0.083
H (3.667, -1.544, -7.850)  0.091
H (3.213, -2.108, -5.496)  0.129

Cartesian forces, eV/Å:
Br 0.2 0.0 0.1
S 0.0 -0.1 -0.1
P -0.3 0.1 0.0
O 0.0 0.0 0.0
O 0.0 0.1 -0.1
O 0.6 -0.1 0.6
O 0.0 -0.1 -0.1
O 0.0 0.0 0.0
O 0.0 0.0 0.1
O -0.4 0.2 0.0
O 0.2 -0.6 -0.1
N 0.0 0.0 0.0
N -0.1 -0.4 0.3
N -0.1 0.2 0.1
N 0.0 -0.2 0.1
N 0.0 0.0 0.0
N 0.0 0.0 -0.1
N -0.2 -0.1 -0.1
N 0.1 0.0 0.0
N 0.2 0.3 0.2
N 0.2 -0.2 0.0
N 0.0 0.0 0.0
C 0.3 -0.1 0.1
C -0.1 0.0 0.0
C 0.0 -0.1 0.0
C 0.1 0.1 0.1
C 0.1 0.0 -0.1
C -0.1 0.0 0.0
C -0.2 -0.1 0.3
C 0.0 0.0 0.1
C 0.2 -0.1 0.0
C -0.3 0.1 -0.3
C 0.1 0.0 0.0
C 0.0 0.0 0.1
C 0.0 0.2 0.2
C 0.0 0.0 -0.2
C 0.0 0.2 0.1
C 0.0 0.0 -0.1
C -0.5 0.1 -0.5
C 0.0 0.0 0.0
C 0.1 0.1 0.0
C -0.1 -0.1 0.0
C -0.1 -0.1 0.4
C 0.0 0.0 0.0
C 0.1 0.0 0.0
C 0.0 0.1 0.0
C -0.1 0.0 -0.1
C 0.1 0.0 0.1
C -0.4 -0.1 0.0
H -0.1 0.4 0.1
H 0.0 0.0 -0.1
H 0.0 0.0 0.0
H 0.1 0.0 -0.1
H -0.1 0.0 0.0
H 0.0 0.0 0.0
H 0.0 0.0 0.0
H 0.0 0.0 0.0
H -0.1 0.0 -0.1
H 0.1 0.1 -0.1
H -0.1 0.0 0.1
H 0.0 0.0 0.0
H 0.1 0.1 -0.2
H 0.0 0.0 0.1
H 0.0 0.0 0.0
H 0.0 0.0 0.0
H 0.2 0.1 0.0
H 0.0 0.0 0.0
H 0.0 0.0 0.0
H 0.1 0.0 0.0
H 0.0 0.0 0.0
H 0.0 0.0 0.0
H 0.1 0.0 -0.1
H 0.0 0.0 -0.1
H 0.0 0.0 0.0
H 0.0 0.0 0.0
H -0.1 0.0 0.0
H 0.0 -0.1 -0.1
H 0.0 0.0 0.0
H 0.0 0.0 0.0
H 0.0 0.0 0.0
H 0.0 0.0 0.0
H 0.0 -0.1 0.0
H 0.0 0.0 0.0
H 0.0 0.0 0.0
H -0.1 0.0 -0.1
H 0.1 -0.1 0.0
H 0.1 0.0 0.0
H 0.0 0.0 0.0
H -0.1 -0.1 -0.1
H 0.0 0.0 0.0
H 0.1 0.0 0.0
H 0.0 0.0 -0.1
H 0.1 0.0 0.1
H 0.0 0.1 -0.1
H 0.0 0.0 0.0
H 0.2 0.1 0.0
H 0.0 0.0 0.0
H 0.0 0.0 0.0
H 0.0 0.0 0.1
H 0.0 0.0 0.0
H 0.0 0.0 0.0
H -0.2 0.0 -0.1
H 0.0 0.0 0.0
H 0.0 0.0 0.0
H -0.1 -0.1 0.1
H 0.0 0.0 0.0
H 0.0 0.0 0.0
H 0.0 0.0 0.0
H 0.1 0.0 0.0

Gap between HOMO and LUMO   7.00 eV
Net charge   +1
Spin multiplicity   1
DFT total energy   -5582.46420 Ha

=====

No. 4
# C3H9NO3S

A cluster of 2 separate species, C3H9NO3S in total at a distorted geometry (ωB97M-V/def2-TZVPD, the OMol25 dataset).

Last column: natural (NBO) charge in e.
Geometry (Å):
S (-1.767, 0.052, -0.056)  2.276
O (-2.431, 1.197, -0.477)  -0.926
O (-2.157, -0.487, 1.241)  -0.936
O (0.571, -0.962, 0.458)  -0.530
N (-1.902, -1.084, -1.255)  -1.084
C (0.049, 0.233, 0.096)  0.099
C (0.453, 1.553, 0.625)  -0.728
C (2.020, -0.897, 0.350)  -0.250
H (-1.742, -2.062, -1.012)  0.408
H (2.381, -0.060, -0.182)  0.201
H (-0.291, 1.837, 1.264)  0.231
H (2.343, -0.729, 1.343)  0.192
H (1.398, 1.588, 1.145)  0.235
H (-2.828, -1.076, -1.722)  0.413
H (2.316, -1.768, -0.083)  0.201
H (0.982, 0.312, -1.557)  -0.061
H (0.605, 2.353, -0.177)  0.259

Cartesian forces, eV/Å:
S 0.7 -3.9 2.3
O -0.8 2.7 -1.4
O 0.7 0.3 -1.1
O 0.5 1.2 -0.1
N -1.0 -0.4 -0.6
C 1.4 -0.7 -4.4
C 2.0 1.1 -2.0
C -1.9 1.2 1.9
H 0.4 0.5 0.5
H -0.1 0.9 -1.1
H -1.9 1.3 2.0
H 0.8 -0.4 1.1
H 0.2 -0.5 0.3
H 0.8 0.6 0.5
H 1.0 -2.5 -1.0
H -2.1 0.1 2.2
H -0.7 -1.3 0.9

Gap between HOMO and LUMO (alpha / beta)   8.98 / 8.98 eV
Net charge   0
Spin multiplicity   1
DFT total energy   -798.19123 Ha
Energy relative to the best compared isomer or geometry (same formula, charge and spin)   5.7405 eV

=====

Which value of spin multiplicity does entry 1 give?
3

=====

Among the records above, which one has the highest net charge?
C4H10AgO2

=====

Which value of net charge does entry 2 give?
+2